(1)
11
Properties=species:S:1:pos:R:3 method="wB97M-V/def2-TZVPD" e_above_lowest_kcal_mol=91.4 orbital_gap_ev=10.67 e_tot_ev=-18571.6077 e_homo_ev=-9.96
C -0.5888 1.4188 -0.4812
C -0.7381 0.1027 -0.7924
N -0.2798 -1.3109 1.6079
O 0.2048 -0.8668 -1.0124
O 2.1510 -0.8948 0.3512
S 0.6931 -1.5836 0.4216
H 0.4184 1.9231 -0.3382
H -1.4665 2.0549 -0.6422
H -0.8496 -0.6567 1.5151
H -1.7614 -0.2450 -0.9884
H 2.2169 0.0582 0.3588


(2)
11
Properties=species:S:1:pos:R:3 method="wB97M-V/def2-TZVPD" e_above_lowest_kcal_mol=71.4 orbital_gap_ev="6.52 / 8.40" multiplicity=3 e_tot_ev=-18568.1248 e_homo_ev="-6.60 / -9.22"
C 1.0256 -0.3762 -0.8324
C 0.0140 -1.2661 1.4554
N -1.2074 2.3320 -0.1349
O -1.1133 1.0333 -0.3237
O -2.0022 2.9239 -0.8273
S 0.3612 0.1652 0.7620
H 1.6818 0.4055 -1.2024
H 0.1932 -0.5058 -1.5202
H 1.5715 -1.3038 -0.7002
H -0.1533 -2.1516 0.8678
H -0.3712 -1.2564 2.4560


(3)
12
Properties=species:S:1:pos:R:3 method="wB97M-V/def2-TZVPD" e_above_lowest_kcal_mol=52.7 orbital_gap_ev=9.72 e_tot_ev=-29408.2392 e_homo_ev=-9.64 smiles="[H]/N=C/S(=O)(=O)SC"
H 0.0837 2.1016 2.7305
N -0.2253 1.4537 2.0613
C 0.2486 1.7456 0.9207
S -0.1633 0.7405 -0.5348
O 1.1391 0.4390 -1.2674
O -1.1793 1.4307 -1.2557
S -1.0511 -1.0970 0.1390
C -0.0439 -2.2791 -0.8203
H 0.9458 2.6340 0.7486
H 0.4599 -1.5573 -1.4747
H -0.7868 -2.8749 -1.3054
H 0.5727 -2.7369 0.0582


(4)
11
Properties=species:S:1:pos:R:3 method="wB97M-V/def2-TZVPD" e_above_lowest_kcal_mol=22.8 charge=-1 orbital_gap_ev="3.56 / 8.59" multiplicity=2 e_tot_ev=-9786.1513 e_homo_ev="0.46 / -4.69"
O 0.8416 2.2779 -0.9948
C -0.2106 1.7602 -1.2031
N -0.8623 0.9433 -0.2857
C -0.1261 0.3562 0.8195
O 0.9649 -0.1719 0.6730
H -0.6859 1.9042 -2.1831
H -1.9079 1.1049 0.0237
H -0.5137 0.2697 1.8984
H 0.3940 -3.9128 0.1367
H -0.8857 -3.2280 0.6711
O -0.3496 -4.0359 0.7912